The ion C27H35N4O3 with charge +1. Source: the Open Molecules 2025 dataset; level of theory: wB97M-V/def2-TZVPD.

Summary:
Net charge: +1
ΔE to the lowest compared entry with this formula, charge and spin, kcal per mole: 7.9
Maximum force, eV/A: 0.9
Structure (SMILES): O=C1[C@H]2CCCCN2C(=O)N1CCCC[NH+]1CCN(c2ccccc2Oc2ccccc2)CC1
Molecular weight, u: 463.6
Total energy, eV: -40666.384
HOMO level, eV: -10.31
Orbital gap, Eh: 0.3092

Element x y z (Å)
N 2.0479 -2.5802 -2.5664
C -0.0183 -0.0263 1.8327
C 0.8314 -4.6381 -2.9852
H 0.6370 -2.7748 -4.0689
H 2.0930 -6.2489 -3.6648
H 4.2115 0.3934 2.0333
H 3.3942 -2.7269 -4.1693
C -1.3624 3.4597 -1.2394
H 2.0237 -4.8730 -4.7668
H -0.4643 3.3278 -1.8232
C -4.2926 1.8671 3.6816
C 0.8262 2.0339 0.0582
C -5.0648 1.3616 1.4567
H -4.2485 5.2110 -1.2825
O 5.5304 -2.4626 -2.3174
C -0.8636 0.4823 0.6684
C 2.2533 -1.8289 -1.4877
C 4.2007 -0.8960 -0.2507
H 1.0342 3.0888 -0.1222
C -6.4843 0.9468 3.3502
H -7.4236 0.6029 3.7537
C 0.7921 -3.1101 -3.0381
H 1.4514 2.1367 2.1155
H -0.2296 -1.0804 2.0147
C -2.7231 2.9099 0.6641
N 3.6224 -1.6916 -1.3085
H 5.2584 -0.7802 -0.4948
C 2.2690 -0.4110 2.5973
H 0.8560 -4.9660 -1.9439
H 4.2292 -4.9401 -3.6017
N 1.4211 0.1302 1.5107
H -0.0742 -5.0333 -3.4437
H 1.8702 -1.3925 2.8642
C 4.3370 -2.4023 -2.2519
H 1.0825 1.4579 -0.8482
H 1.5677 -0.4295 0.6165
C -5.4941 1.4171 4.1965
H 3.2021 -2.2808 1.0708
H -2.1727 4.8992 -2.5911
C 1.6945 1.5540 1.2237
C -6.2646 0.9186 1.9835
H 3.4053 -4.9201 -2.0390
N -0.5495 1.8727 0.4425
H -7.0294 0.5468 1.3188
H -3.5131 2.2416 4.3268
C -4.0796 1.8474 2.3084
H 2.7504 1.6882 0.9887
H -5.6587 1.4406 5.2628
C -3.4932 4.5165 -0.9513
C 2.0684 -5.1606 -3.7147
H -4.8910 1.3350 0.3903
C 3.2879 -3.0632 -3.1309
O 1.4103 -1.3087 -0.7591
C 4.0241 -1.5636 1.1250
H -0.2460 0.5536 2.7294
H 3.7283 0.0903 -0.2796
C -1.5369 2.7308 -0.0690
H -0.6511 -0.1278 -0.2241
H -4.5825 3.9437 0.8024
C -3.6872 3.8001 0.2162
H 4.2269 -0.9326 3.1713
O -2.8354 2.2376 1.8579
C 3.3378 -4.5952 -3.0799
H 4.9246 -2.1336 1.3497
C -2.3304 4.3460 -1.6787
H 2.1612 0.2456 3.4649
H -1.9156 0.3760 0.9236
C 3.7517 -0.5685 2.2598
H -0.0035 -2.7066 -2.4094

Force components x, y, z for each atom (eV/Å):
N 0.0506 0.0598 -0.0857
C -0.8864 -0.1015 -0.1504
C 0.0380 0.1402 -0.2349
H -0.0464 0.0181 0.0711
H 0.0069 -0.0075 -0.0934
H 0.0569 0.0806 0.0854
H 0.0506 0.0375 0.0968
C -0.0277 -0.0705 0.0495
H 0.0013 -0.0417 -0.1026
H 0.1112 -0.0390 -0.0468
C 0.2474 0.1245 -0.2514
C 0.0483 0.0068 0.1624
C 0.2976 0.0471 -0.1070
H -0.0791 0.0715 -0.0323
O 0.2341 -0.1040 -0.0952
C -0.0397 -0.1742 0.1107
C 0.3030 0.0738 -0.1396
C -0.0961 -0.1066 0.1224
H 0.0780 -0.0734 0.0159
C -0.0991 -0.0347 0.0437
H -0.0878 -0.0310 0.0405
C -0.4276 -0.2190 0.1281
H 0.0388 -0.1230 -0.0041
H 0.1799 -0.0010 0.0127
C 0.0035 0.1965 -0.3203
N -0.0648 0.1598 0.1359
H -0.1242 0.0742 0.0044
C 0.5698 -0.1641 0.4563
H -0.0493 -0.0056 0.0450
H 0.0527 0.0109 0.0478
N 0.0752 -0.3119 -0.2893
H -0.0558 -0.0163 0.0389
H -0.0819 0.0952 -0.0555
C -0.2005 -0.0077 -0.1697
H 0.0200 0.1204 0.0078
H 0.0464 0.1661 0.3594
C -0.0540 -0.0286 -0.0239
H 0.0169 -0.0483 -0.0017
H 0.0166 0.0544 -0.0878
C 0.1292 0.7187 -0.4441
C -0.0231 -0.0118 0.0524
H 0.0412 0.0014 0.0517
N 0.1283 0.0298 0.1682
H -0.0658 -0.0333 -0.0578
H 0.0892 0.0577 0.0659
C -0.3965 -0.2234 0.2241
H -0.0277 -0.1362 0.0518
H -0.0083 0.0032 0.0947
C 0.0440 -0.0082 -0.0471
C 0.0011 -0.0523 0.3006
H -0.0080 0.0076 -0.0582
C 0.3709 -0.4227 -0.1900
O -0.2615 0.0700 0.2076
C 0.0898 0.1412 0.0020
H 0.1173 -0.0326 -0.0081
H 0.0747 -0.0223 0.0018
C -0.2854 -0.0025 0.0974
H -0.0933 0.0529 0.0688
H -0.0589 0.0088 0.0353
C 0.0566 -0.1024 0.1941
H -0.0424 0.1039 0.0430
O 0.1905 0.0651 0.0002
C -0.0023 0.1482 -0.2180
H -0.0301 -0.0588 -0.0121
C -0.0191 0.0772 -0.0435
H -0.1534 -0.0179 -0.0966
H 0.0979 -0.0605 0.0264
C -0.1403 -0.1519 -0.1393
H 0.0624 0.0231 -0.1143